30
Properties=species:S:1:pos:R:3 method="wB97M-V/def2-TZVPD" orbital_gap_ha=0.335 total_charge=0 homo_energy_ev=-9.96 energy_ha=-872.4275
N -27.77 -30.13 37.57
H -27.46 -29.62 36.93
H -28.24 -30.92 37.11
H -28.38 -29.43 38.15
H -27.37 -30.55 38.44
N -25.34 -27.79 36.17
O -26.29 -28.08 35.36
O -25.40 -26.69 36.71
O -24.74 -28.72 36.66
O -23.01 -27.10 38.43
H -22.25 -26.93 37.77
H -23.59 -27.34 37.77
O -25.35 -24.35 37.91
H -25.61 -24.33 38.78
H -25.03 -25.22 37.50
O -27.58 -26.27 33.97
H -28.12 -26.63 33.34
H -26.96 -26.88 34.45
O -28.20 -26.78 38.09
H -27.57 -26.40 37.55
H -29.12 -26.25 37.70
O -29.68 -28.64 35.97
H -28.90 -28.37 35.21
H -30.24 -29.13 35.47
O -22.27 -29.89 37.75
H -22.97 -29.41 37.34
H -21.76 -29.21 38.25
O -25.35 -31.66 35.49
H -24.53 -32.23 35.72
H -25.05 -30.76 35.06